This record from the OMol25 dataset describes a molecular structure, C5H8AgO5 at a distorted geometry. The level of theory is the ωB97M-V functional and the def2-TZVPD basis.

Last column: Löwdin spin population.
CARTESIAN COORDINATES (ANGSTROEM)
1 C 1.6655 1.0451 0.2472  0.01
2 C 1.0737 2.1650 1.0063  0.00
3 O 1.2185 2.3307 2.2047  0.00
4 H 2.1799 1.4407 -0.6419  0.00
5 H 0.3404 2.7888 0.4487  0.00
6 H 2.3654 0.4582 0.8520  0.00
7 C 1.0584 -1.0107 -1.4605  0.00
8 C 0.3980 -0.1835 -0.3696  0.01
9 O 1.9942 -1.9135 -0.9051  0.00
10 H 1.5436 -0.3374 -2.1883  0.00
11 H 0.2983 -1.5446 -2.0542  0.00
12 H -0.2579 0.5323 -0.8909  0.00
13 H 0.3633 -0.7589 0.5680  0.00
14 H 2.4942 -2.3310 -1.6110  0.00
15 O -1.9379 -1.0783 -0.1109  0.69
16 C -2.9206 -0.6917 0.6552  0.00
17 O -2.8700 0.4485 1.1748  0.13
18 O -3.8629 -1.4994 0.8426  0.15
19 Ag -5.1442 0.1398 2.2330  0.00

Properties
* expectation value of S²: 0.76
* LUMO energy (alpha / beta): -0.080 / -0.079 Eh
* 2S+1: 2
* HOMO (alpha / beta): -9.17 / -9.16 eV
* relative energy (zero: lowest compared OMol25 entry of this formula, charge and spin): 30.3 kcal/mol
* frontier orbital gap (alpha / beta): 7.006 / 7.020 eV